(1)
18
Properties=species:S:1:pos:R:3 method="wB97M-V/def2-TZVPD" lumo_energy_ev="3.10 / 3.07" relative_energy_kj_mol=56.40 total_charge=-1 energy_ev=-7424.8579 spin_multiplicity=2
C 0.34 -1.14 0.88
C 0.16 -0.92 -0.63
C -0.04 0.55 -0.96
C 0.05 1.04 -2.19
C -0.07 2.49 -2.53
H -0.46 -1.69 1.37
H 0.39 -0.24 1.50
H 1.21 -1.77 1.09
H -0.76 -1.44 -0.93
H 0.92 -1.40 -1.23
H -0.34 1.21 -0.15
H 0.17 0.35 -3.02
H -0.93 2.67 -3.18
H 0.75 2.84 -3.17
H -0.06 3.07 -1.61
H 0.12 -1.43 5.33
H -0.99 -2.48 4.82
O -0.47 -1.69 4.61

(2)
18
Properties=species:S:1:pos:R:3 method="wB97M-V/def2-TZVPD" lumo_energy_ev="3.65 / 3.99" relative_energy_kj_mol=135.06 total_charge=-1 energy_ev=-7424.0426 spin_multiplicity=2
C 1.46 0.26 1.63
C 2.13 0.24 0.27
C 1.57 -0.86 -0.65
H 1.75 -0.55 2.31
H 1.66 1.22 2.14
H 0.37 0.20 1.52
H 1.95 1.20 -0.22
H 3.21 0.11 0.35
H 2.29 -1.10 -1.43
H 0.69 -0.46 -1.14
H 1.22 -1.70 -0.07
C -2.26 0.21 -1.63
C -2.64 0.55 -0.38
O -2.68 -0.40 0.65
H -2.25 0.97 -2.38
H -2.14 -0.85 -1.80
H -2.73 1.58 -0.06
H -3.60 -0.61 0.89